A 2-piece molecular cluster, C2H3NOS3 overall in a non-equilibrium geometry, computed with the ωB97M-V functional and the def2-TZVPD basis.

Calculated values
Total energy = -1402.34372 Eh
HOMO-LUMO gap (alpha / beta) = 6.807 / 6.278 eV
LUMO level (alpha / beta) = -1.37 / -1.82 eV
Largest force on an atom = 2.3 eV/A
Energy relative to the best compared isomer or geometry (same formula, charge and spin) = 131.2 kcal/mol

```
! RIJCOSX wB97M-V def2-TZVPD def2/J DEFGRID3
* xyz 0 1
C -0.45 -0.12 0.05
C 0.72 0.08 -0.61
N -1.11 1.10 0.44
O -0.12 2.09 0.51
S 1.21 1.68 -0.43
S -1.34 -1.67 0.29
S 2.51 -1.64 0.18
H -1.98 1.38 -0.04
H -2.34 -0.96 0.71
H 2.91 -1.95 -1.08
*
```